Below is C43H40GeN4O5SSn as an isolated structure, with properties calculated with ωB97M-V with the def2-TZVPD basis set.

```
! RIJCOSX wB97M-V def2-TZVPD def2/J DEFGRID3
* xyz -2 1
Sn -1.25 0.00 0.51
O -0.95 -2.91 3.81
C -0.67 -1.91 3.16
O -0.93 -1.75 1.91
C 0.11 -0.79 3.87
C 1.24 -0.20 3.01
C 2.32 0.40 3.92
C 1.58 1.66 4.45
C 0.24 1.58 3.70
O 0.64 0.99 2.45
C -0.67 0.49 4.29
C -2.10 0.70 3.77
O -2.98 0.89 4.62
O -2.28 0.72 2.50
H 0.53 -1.27 4.76
H 1.60 -0.84 2.22
H 3.20 0.67 3.34
H 2.61 -0.29 4.71
H 2.11 2.58 4.19
H 1.43 1.65 5.53
H -0.24 2.53 3.53
H -0.73 0.58 5.38
C -2.09 3.55 1.15
N -1.92 2.61 0.06
C -1.50 3.11 -1.05
C -1.22 2.43 -2.27
C -0.55 3.04 -3.35
C -0.33 2.02 -4.28
C -0.88 0.86 -3.71
N -1.42 1.10 -2.50
C -3.54 3.89 1.40
C -4.51 2.89 1.36
C -5.84 3.20 1.59
C -6.23 4.51 1.87
C -5.26 5.51 1.93
C -3.93 5.19 1.70
H -1.53 4.48 0.97
H -1.70 3.10 2.06
H -1.28 4.19 -1.09
H -0.26 4.08 -3.42
H 0.18 2.09 -5.23
H -0.91 -0.14 -4.13
H -4.20 1.88 1.17
H -6.59 2.41 1.56
H -7.27 4.75 2.05
H -5.55 6.53 2.15
H -3.18 5.98 1.74
C -4.09 -4.59 -2.51
N -4.06 -3.15 -2.58
C -5.08 -2.31 -3.02
C -4.63 -1.05 -2.90
N -3.36 -1.12 -2.37
C -2.99 -2.40 -2.18
S -1.53 -3.00 -1.58
H -5.10 -4.93 -2.75
H -3.80 -4.91 -1.51
H -3.37 -5.02 -3.21
H -6.02 -2.70 -3.38
H -5.11 -0.11 -3.13
H -2.69 -0.34 -2.33
C 0.85 0.34 -0.25
Ge 2.25 -0.89 -0.72
C 3.88 -0.09 0.07
C 4.15 1.26 -0.17
C 5.25 1.89 0.40
C 6.10 1.18 1.24
C 5.84 -0.16 1.50
C 4.74 -0.78 0.93
C 2.57 -0.95 -2.68
C 1.67 -1.66 -3.48
C 1.86 -1.76 -4.85
C 2.95 -1.14 -5.45
C 3.85 -0.43 -4.67
C 3.66 -0.34 -3.29
C 2.36 -2.80 -0.23
C 1.40 -3.44 0.55
C 1.55 -4.78 0.90
C 2.66 -5.49 0.47
C 3.62 -4.87 -0.32
C 3.47 -3.53 -0.67
H 3.46 1.83 -0.79
H 5.44 2.94 0.20
H 6.96 1.67 1.69
H 6.49 -0.71 2.17
H 4.54 -1.83 1.15
H 0.80 -2.14 -3.02
H 1.14 -2.31 -5.45
H 3.10 -1.21 -6.52
H 4.71 0.05 -5.13
H 4.37 0.21 -2.70
H 0.53 -2.91 0.90
H 0.80 -5.25 1.52
H 2.78 -6.53 0.75
H 4.48 -5.42 -0.67
H 4.21 -3.05 -1.29
*
```

Results
HOMO level (alpha / beta) ... -0.0646 / -0.0564 hartree
Gap between HOMO and LUMO (alpha / beta) ... 6.025 / 5.804 eV
Strongest force on any atom ... 0.009 Eh/bohr
Energy relative to the best compared isomer or geometry (same formula, charge and spin) ... 73.9 kcal per mole
Electronic energy ... -134619.80855 eV

***

Below is an isolated ion of composition C43H40N3O2 and charge +1 in a non-equilibrium geometry, with properties calculated with ωB97M-V with the def2-TZVPD basis set.

```
! RIJCOSX wB97M-V def2-TZVPD def2/J DEFGRID3
* xyz 1 1
C 3.77 -2.77 -6.87
C 4.40 -3.38 -5.79
C 4.41 -2.76 -4.53
C 3.77 -1.51 -4.33
N 3.84 -0.83 -3.05
C 4.86 0.18 -2.92
C 4.58 1.50 -3.34
C 5.53 2.52 -3.23
C 6.79 2.24 -2.70
C 7.09 0.94 -2.29
C 6.14 -0.08 -2.41
C 2.86 -0.97 -2.03
C 3.29 -1.20 -0.72
C 2.38 -1.33 0.34
C 1.03 -1.14 0.18
C 0.04 -1.47 1.40
C -1.26 -0.67 1.23
C -2.49 -1.27 1.48
C -3.70 -0.59 1.25
C -3.70 0.74 0.80
N -4.89 1.44 0.60
C -4.95 2.87 0.57
C -5.39 3.55 -0.58
C -5.46 4.95 -0.61
C -5.20 5.69 0.54
C -4.86 5.02 1.73
C -4.70 3.63 1.73
C -6.14 0.76 0.47
C -7.03 0.70 1.55
C -8.28 0.07 1.42
C -8.66 -0.46 0.18
C -7.78 -0.40 -0.91
C -6.52 0.19 -0.76
C -2.47 1.36 0.57
C -1.27 0.67 0.78
C 0.58 -0.82 -1.14
C 1.48 -0.79 -2.24
C 3.18 -0.90 -5.44
C 3.15 -1.53 -6.69
H 3.76 -3.25 -7.86
H 4.88 -4.36 -5.93
H 4.91 -3.24 -3.69
H 3.59 1.70 -3.75
H 5.27 3.52 -3.56
H 7.53 3.05 -2.61
H 8.08 0.74 -1.86
H 6.40 -1.09 -2.10
H 4.36 -1.29 -0.53
H 2.77 -1.72 1.30
H -0.15 -2.59 1.32
H -2.54 -2.36 1.65
H -4.64 -1.11 1.44
H -5.65 2.97 -1.47
H -5.72 5.46 -1.55
H -5.27 6.78 0.52
H -4.70 5.59 2.65
H -4.41 3.11 2.65
H -6.72 1.14 2.51
H -8.94 0.01 2.28
H -9.63 -0.93 0.07
H -8.07 -0.80 -1.88
H -5.80 0.22 -1.59
H -2.45 2.40 0.19
H -0.35 1.11 0.34
H -0.50 -0.69 -1.37
H 1.06 -0.58 -3.23
H 2.73 0.08 -5.30
H 2.63 -1.04 -7.52
C 5.03 -0.18 4.49
O 3.91 -1.09 4.40
C 2.86 -0.72 3.66
C 1.91 -1.89 3.42
C 1.63 -2.44 4.82
C 0.12 -2.40 5.05
C -0.44 -1.46 3.97
N 0.60 -1.34 2.86
O 2.63 0.42 3.30
H 5.75 -0.82 5.02
H 5.38 0.08 3.48
H 4.74 0.71 5.07
H 2.40 -2.66 2.83
H 1.99 -3.48 4.87
H 2.15 -1.83 5.59
H -0.28 -3.44 4.98
H -0.14 -1.97 6.05
H -1.45 -1.73 3.67
H -0.45 -0.43 4.30
H 0.82 -0.33 2.82
*
```

Results
HOMO level ... -0.3690 hartree
SMILES ... COC(=O)[C@H]1CCC[N@@H+]1C(c1ccc(N(c2ccccc2)c2ccccc2)cc1)c1ccc(N(c2ccccc2)c2ccccc2)cc1
Gap between HOMO and LUMO ... 7.943 eV
Strongest force on any atom ... 0.052 Eh/bohr
Electronic energy ... -53798.40828 eV

***

Below is C43H41N6O5PtS4 as an isolated structure in a non-equilibrium geometry, with properties calculated with ωB97M-V with the def2-TZVPD basis set.

```
! RIJCOSX wB97M-V def2-TZVPD def2/J DEFGRID3
* xyz 1 5
Pt 2.33 -0.49 0.00
O 3.86 2.35 2.29
C 4.07 1.43 1.56
O 3.99 0.20 1.55
C 4.51 2.01 -0.08
O 5.58 2.52 -0.11
O 3.54 1.74 -0.77
N 0.88 0.74 -0.76
S 0.28 1.92 -0.04
N -1.30 2.05 -0.34
S -2.31 0.95 0.28
N -0.27 -0.67 0.90
S -0.39 -1.85 0.01
N 1.05 -2.30 -0.54
C -1.58 -1.62 -1.35
C -2.84 -2.19 -1.28
C -3.74 -1.94 -2.30
C -3.37 -1.15 -3.38
C -2.10 -0.61 -3.44
C -1.20 -0.82 -2.41
C -1.01 -3.32 0.87
C -1.34 -3.22 2.21
C -1.86 -4.33 2.87
C -2.05 -5.52 2.18
C -1.69 -5.62 0.85
C -1.16 -4.52 0.19
C -3.75 1.24 -0.77
C -3.68 2.08 -1.87
C -4.78 2.17 -2.72
C -5.92 1.43 -2.45
C -5.98 0.60 -1.34
C -4.89 0.50 -0.50
C -2.87 1.81 1.77
C -3.43 3.08 1.70
C -3.73 3.75 2.87
C -3.45 3.16 4.09
C -2.88 1.91 4.16
C -2.59 1.22 2.99
C 0.87 3.45 -0.77
C 0.32 3.86 -1.97
C 0.76 5.04 -2.55
C 1.76 5.78 -1.94
C 2.33 5.33 -0.76
C 1.89 4.16 -0.16
C 0.47 2.22 1.74
C -0.05 3.41 2.21
C 0.10 3.72 3.55
C 0.76 2.84 4.40
C 1.26 1.64 3.91
C 1.11 1.33 2.57
H -3.12 -2.81 -0.44
H -4.73 -2.37 -2.27
H -4.07 -0.97 -4.17
H -1.81 -0.02 -4.30
H -0.21 -0.38 -2.40
H -1.17 -2.27 2.71
H -2.12 -4.26 3.91
H -2.49 -6.36 2.68
H -1.82 -6.54 0.31
H -0.87 -4.59 -0.85
H -2.78 2.65 -2.04
H -4.74 2.80 -3.59
H -6.77 1.48 -3.13
H -6.87 0.02 -1.15
H -4.91 -0.14 0.37
H -3.63 3.52 0.73
H -4.17 4.73 2.82
H -3.69 3.69 5.00
H -2.66 1.46 5.11
H -2.13 0.24 3.01
H -0.45 3.26 -2.43
H 0.32 5.38 -3.48
H 2.10 6.69 -2.39
H 3.13 5.89 -0.30
H 2.33 3.81 0.76
H -0.54 4.09 1.53
H -0.29 4.65 3.93
H 0.90 3.10 5.43
H 1.78 0.97 4.56
H 1.48 0.38 2.18
C 0.76 -3.36 -2.77
C 1.41 -3.29 -1.41
O 2.32 -4.05 -1.11
H 1.05 -4.29 -3.26
H 1.13 -2.52 -3.35
H -0.32 -3.29 -2.72
C 5.58 -4.39 0.35
N 4.78 -3.34 -0.23
C 5.11 -2.49 -1.18
S 4.08 -1.20 -1.64
N 6.27 -2.53 -1.85
C 7.04 -3.70 -2.22
H 5.25 -4.56 1.37
H 6.63 -4.11 0.37
H 5.47 -5.33 -0.19
H 3.78 -3.38 0.00
H 6.43 -1.71 -2.42
H 7.97 -3.76 -1.64
H 7.29 -3.64 -3.28
H 6.46 -4.60 -2.06
*
```

Results
HOMO level (alpha / beta) ... -0.3550 / -0.3944 hartree
Gap between HOMO and LUMO (alpha / beta) ... 7.715 / 6.363 eV
Strongest force on any atom ... 0.051 Eh/bohr
Energy relative to the best compared isomer or geometry (same formula, charge and spin) ... 0.0 kcal per mole
Electronic energy ... -111006.97176 eV

***

Below is C43H42AsKN10OPS2Se as an isolated structure, with properties calculated with ωB97M-V with the def2-TZVPD basis set.

```
! RIJCOSX wB97M-V def2-TZVPD def2/J DEFGRID3
* xyz -1 1
K 0.81 -0.44 0.36
C -3.05 -4.59 0.37
N -2.04 -3.77 -0.28
C -0.89 -4.27 -0.81
C -0.18 -3.19 -1.26
N -0.88 -2.04 -1.01
C -1.99 -2.41 -0.40
P -3.26 -1.33 0.33
C -2.37 -0.48 1.66
N -1.49 0.50 1.54
C -1.08 0.81 2.80
C -1.73 0.01 3.70
N -2.56 -0.80 2.98
C -3.38 -1.85 3.54
C -3.39 0.04 -0.86
N -2.44 0.73 -1.45
C -3.06 1.74 -2.11
C -4.41 1.67 -1.92
N -4.62 0.58 -1.13
C -5.91 0.14 -0.65
H -3.35 -5.39 -0.29
H -3.92 -3.97 0.59
H -2.65 -4.98 1.31
H -0.67 -5.32 -0.79
H 0.80 -3.15 -1.72
H -0.32 1.56 2.98
H -1.66 -0.07 4.77
H -3.92 -1.47 4.40
H -2.76 -2.70 3.82
H -4.10 -2.18 2.79
H -2.51 2.48 -2.67
H -5.23 2.28 -2.28
H -6.68 0.54 -1.30
H -6.09 0.48 0.37
H -5.97 -0.95 -0.66
N 3.50 -0.14 2.11
C 4.12 -0.90 1.20
S 4.86 -0.27 -0.16
N 4.06 -2.25 1.37
C 3.80 -3.01 2.53
C 3.36 -4.32 2.35
C 3.10 -5.13 3.44
C 3.28 -4.65 4.73
C 3.73 -3.35 4.91
C 4.00 -2.53 3.82
H 3.45 0.87 2.01
H 2.86 -0.57 2.77
H 4.37 -2.76 0.56
H 3.18 -4.69 1.35
H 2.74 -6.14 3.28
H 3.06 -5.28 5.59
H 3.88 -2.96 5.91
H 4.38 -1.54 3.99
Se 2.23 2.69 2.90
C 2.34 4.40 2.15
C 3.40 4.79 1.31
C 3.45 6.08 0.81
N 2.54 7.03 1.06
C 1.52 6.65 1.83
C 1.38 5.39 2.38
H 4.18 4.09 1.06
H 4.28 6.37 0.17
H 0.77 7.41 2.04
H 0.52 5.17 3.01
O 1.71 -0.26 -1.83
As 1.38 0.80 -3.04
C 2.86 0.71 -4.27
C 2.80 1.22 -5.56
C 3.92 1.12 -6.38
C 5.07 0.51 -5.91
C 5.12 0.00 -4.63
C 4.01 0.10 -3.79
C -0.20 0.42 -4.06
C -0.70 -0.87 -4.14
C -1.82 -1.13 -4.92
C -2.42 -0.10 -5.63
C -1.92 1.19 -5.56
C -0.81 1.45 -4.76
C 1.17 2.60 -2.40
C 0.33 2.84 -1.31
C 0.22 4.13 -0.82
C 0.92 5.17 -1.40
C 1.75 4.93 -2.48
C 1.88 3.65 -2.98
H 1.90 1.69 -5.93
H 3.88 1.52 -7.39
H 5.94 0.44 -6.56
H 6.02 -0.47 -4.26
H 4.03 -0.30 -2.78
H -0.24 -1.66 -3.56
H -2.22 -2.13 -4.96
H -3.29 -0.31 -6.24
H -2.40 1.99 -6.10
H -0.44 2.47 -4.67
H -0.24 2.05 -0.81
H -0.40 4.30 0.05
H 0.85 6.17 -0.98
H 2.32 5.74 -2.92
H 2.56 3.46 -3.80
S -0.78 -4.67 3.26
C -0.07 -3.33 2.58
N 0.44 -2.40 2.10
*
```

Results
HOMO level ... -0.1493 hartree
Gap between HOMO and LUMO ... 5.970 eV
Strongest force on any atom ... 0.015 Eh/bohr
Energy relative to the best compared isomer or geometry (same formula, charge and spin) ... 0.0 kcal per mole
Electronic energy ... -235695.04773 eV

***

Below is C43H42N4O4PtSTe as an isolated structure, with properties calculated with ωB97M-V with the def2-TZVPD basis set.

```
! RIJCOSX wB97M-V def2-TZVPD def2/J DEFGRID3
* xyz -1 2
Pt -0.32 0.04 -0.07
C -4.36 -2.55 3.27
C -2.84 -2.68 3.27
N -2.31 -3.24 2.04
C -2.31 -4.70 1.93
C -3.44 -5.24 1.06
C -1.85 -2.48 1.03
S -2.07 -0.77 1.17
N -1.35 -3.17 -0.01
C -0.89 -2.64 -1.13
O -0.68 -1.45 -1.45
C -0.59 -3.64 -2.22
C -0.87 -4.99 -2.07
C -0.58 -5.88 -3.09
C 0.00 -5.43 -4.27
C 0.28 -4.08 -4.42
C -0.01 -3.19 -3.41
H -4.69 -2.05 4.19
H -4.85 -3.52 3.22
H -4.69 -1.95 2.42
H -2.51 -3.32 4.09
H -2.39 -1.70 3.42
H -2.39 -5.09 2.94
H -1.35 -5.01 1.53
H -4.41 -4.97 1.45
H -3.38 -6.33 1.01
H -3.35 -4.85 0.05
H -1.31 -5.33 -1.14
H -0.80 -6.94 -2.97
H 0.22 -6.13 -5.07
H 0.73 -3.72 -5.34
H 0.19 -2.13 -3.51
O -0.08 1.20 -3.09
C 0.99 1.13 -2.54
N 1.25 0.68 -1.25
C 2.59 0.83 -0.96
O 3.17 0.52 0.06
C 3.27 1.40 -2.18
C 4.59 1.72 -2.40
C 4.91 2.24 -3.65
C 3.94 2.42 -4.63
C 2.60 2.09 -4.38
C 2.30 1.58 -3.14
H 5.34 1.58 -1.63
H 5.94 2.51 -3.88
H 4.22 2.83 -5.59
H 1.83 2.23 -5.13
C -3.50 8.97 3.08
C -2.89 7.69 2.57
C -2.86 6.55 3.35
C -2.30 5.36 2.90
C -2.30 4.16 3.81
C -1.75 5.32 1.61
Te -0.94 3.38 0.86
N 0.06 1.45 1.29
C 0.29 1.26 2.60
O 0.21 2.16 3.46
C 0.60 -0.14 3.11
C -0.06 -0.55 4.27
C 0.11 -1.83 4.77
C 0.97 -2.72 4.13
C 1.66 -2.30 2.99
C 1.48 -1.02 2.48
C 0.91 4.27 0.33
C 1.28 4.08 -1.00
C 2.46 4.62 -1.50
C 3.28 5.35 -0.65
C 2.91 5.53 0.67
C 1.72 5.00 1.19
C 1.39 5.25 2.64
C -1.79 6.45 0.79
C -1.23 6.48 -0.61
C -2.35 7.62 1.29
H -3.82 8.87 4.11
H -4.37 9.26 2.48
H -2.79 9.80 3.02
H -3.28 6.58 4.36
H -2.51 4.46 4.84
H -1.35 3.63 3.79
H -3.07 3.44 3.51
H -0.71 0.16 4.77
H -0.42 -2.14 5.66
H 1.11 -3.72 4.51
H 2.34 -2.98 2.50
H 2.01 -0.70 1.60
H 0.63 3.51 -1.66
H 2.73 4.46 -2.53
H 4.20 5.77 -1.02
H 3.55 6.10 1.33
H 2.23 5.73 3.14
H 1.17 4.30 3.14
H 0.51 5.89 2.74
H -1.44 5.55 -1.14
H -0.15 6.60 -0.60
H -1.66 7.30 -1.17
H -2.38 8.51 0.66
*
```

Results
HOMO level (alpha / beta) ... -0.1468 / -0.1837 hartree
Gap between HOMO and LUMO (alpha / beta) ... 6.395 / 7.034 eV
Strongest force on any atom ... 0.013 Eh/bohr
Energy relative to the best compared isomer or geometry (same formula, charge and spin) ... 0.0 kcal per mole
Electronic energy ... -80802.54864 eV

***

Number 4 is which compound?
C43H42AsKN10OPS2Se